Record 1
C33H34F5MnN6S2Sb as an isolated structure. Source: OMol25; level of theory: ωB97M-V with the def2-TZVPD basis set.

<S²> ... 1.065
Spin multiplicity ... 2
Frontier orbital gap (alpha / beta) ... 7.2 / 6.9 eV
Charge ... 0

Each line ends with the Löwdin charge.
CARTESIAN COORDINATES (ANGSTROEM)
Mn: -1.28253 -0.12864 -0.00814  0.230
C: -6.54782 2.25057 1.22567  -0.096
C: -5.49242 2.66704 0.20985  -0.291
N: -5.11774 1.59015 -0.68672  -0.005
C: -4.10627 0.71989 -0.47734  -0.755
S: -3.28525 0.67726 1.04356  0.742
N: -3.81466 -0.09480 -1.45773  0.015
N: -2.70781 -0.83177 -1.18486  -0.085
C: -2.61120 -1.99643 -1.74562  -0.252
C: -3.62329 -2.57374 -2.68227  -0.023
C: -1.46880 -2.77696 -1.30717  -0.217
C: -1.17061 -4.04483 -1.81774  -0.010
C: -0.11874 -4.75461 -1.27694  -0.053
C: 0.61132 -4.19087 -0.23656  -0.046
C: 0.27510 -2.92346 0.19377  -0.186
N: -0.72974 -2.21685 -0.32531  0.018
H: -6.84859 3.10285 1.83701  0.069
H: -6.15513 1.47596 1.88400  0.053
H: -7.43419 1.85675 0.72712  0.071
H: -4.59491 3.02293 0.71538  0.076
H: -5.86024 3.48710 -0.40840  0.117
H: -5.46370 1.59838 -1.63275  0.139
H: -4.45525 -1.88625 -2.79288  0.065
H: -3.99359 -3.53022 -2.30801  0.086
H: -3.18044 -2.74915 -3.66552  0.087
H: -1.76026 -4.45423 -2.62447  0.109
H: 0.13164 -5.73573 -1.65791  0.111
H: 1.43537 -4.71310 0.22783  0.109
H: 0.83482 -2.44769 0.99096  0.046
F: -0.38986 2.39547 -0.19323  -0.077
C: -1.29397 1.77661 -1.09119  -0.337
F: -0.45455 1.29246 -2.14560  -0.095
C: -2.01664 2.93954 -1.75719  -0.600
F: -2.81895 2.50833 -2.74241  0.136
F: -1.17752 3.84004 -2.28798  0.149
F: -2.78967 3.59267 -0.86729  0.125
S: -0.32255 -0.60697 2.42749  0.696
C: -1.15962 0.08218 3.71446  -0.815
N: -0.55501 0.72143 4.73544  0.021
C: -1.49461 1.02207 5.80612  -0.135
C: -2.83269 0.92300 5.05845  -0.129
N: -2.47682 0.06053 3.93985  0.006
H: 0.44061 0.64114 4.84623  0.132
H: -1.32345 2.01360 6.22042  0.117
H: -1.42898 0.28095 6.60826  0.119
H: -3.17042 1.89881 4.69836  0.124
H: -3.61543 0.47694 5.66847  0.118
H: -3.11182 -0.14692 3.17871  0.024
C: 4.80960 -1.19653 3.25951  -0.095
C: 4.05947 -0.03036 3.30642  -0.094
C: 3.24835 0.31753 2.23845  -0.157
C: 3.19394 -0.47265 1.09343  -0.372
C: 3.94131 -1.64454 1.06298  -0.135
C: 4.74151 -2.00758 2.13730  -0.089
Sb: 1.85440 0.06778 -0.49086  1.582
C: 2.69671 -1.16428 -2.01116  -0.381
C: 4.06524 -1.23731 -2.25778  -0.143
C: 4.55771 -2.03361 -3.27909  -0.083
C: 3.68423 -2.76640 -4.07236  -0.088
C: 2.31915 -2.69312 -3.84406  -0.084
C: 1.83119 -1.89300 -2.81968  -0.132
C: 2.73983 1.91420 -1.07287  -0.358
C: 2.81058 2.97004 -0.17131  -0.133
C: 3.38217 4.17751 -0.53996  -0.087
C: 3.88026 4.34782 -1.82344  -0.093
C: 3.78774 3.31074 -2.73745  -0.086
C: 3.21924 2.10133 -2.36352  -0.122
H: 5.44111 -1.47168 4.09422  0.099
H: 4.10611 0.60869 4.17986  0.100
H: 2.64162 1.21245 2.31240  0.080
H: 3.90918 -2.29018 0.19300  0.087
H: 5.31598 -2.92435 2.09278  0.101
H: 4.75578 -0.66358 -1.64985  0.108
H: 5.62412 -2.07794 -3.46084  0.103
H: 4.06890 -3.38676 -4.87173  0.101
H: 1.63133 -3.25476 -4.46384  0.102
H: 0.75978 -1.83065 -2.65969  0.084
H: 2.39436 2.87382 0.82424  0.087
H: 3.42649 4.99016 0.17377  0.101
H: 4.32826 5.28995 -2.11209  0.100
H: 4.15566 3.43988 -3.74737  0.102
H: 3.14556 1.30597 -3.09557  0.093

=====

Record 2
C18H13N4O3ReS2 as an isolated structure. Source: OMol25; level of theory: ωB97M-V with the def2-TZVPD basis set.

<S²> ... 3.785
Spin multiplicity ... 4
Frontier orbital gap (alpha / beta) ... 6.9 / 7.0 eV
Charge ... +1

Each line ends with the Löwdin charge.
CARTESIAN COORDINATES (ANGSTROEM)
Re: 0.56072 -1.78213 1.26678  1.652
C: 2.61412 2.18377 -5.00867  -0.030
C: 1.89991 1.30811 -4.03772  -0.245
C: 0.51271 1.35731 -3.91145  -0.007
C: -0.15192 0.46728 -3.08697  -0.042
C: 0.57856 -0.47370 -2.37953  -0.288
C: 1.95873 -0.51450 -2.45508  -0.044
C: 2.61183 0.37436 -3.28690  -0.007
S: -0.27356 -1.62544 -1.33860  0.689
O: -1.42348 -2.16441 -1.97664  -0.210
O: 0.70025 -2.58160 -0.74912  -0.395
N: -0.60924 -0.83289 0.04933  -0.296
C: -1.62768 -0.09902 0.57207  -0.252
C: -2.75864 0.36856 -0.07499  0.025
C: -3.67467 1.15341 0.63057  -0.037
C: -3.46558 1.49531 1.94361  -0.002
C: -2.34568 1.00852 2.65001  -0.133
C: -2.06576 1.28690 4.00150  0.048
C: -0.96896 0.70249 4.59200  -0.005
C: -0.16489 -0.17666 3.86318  -0.058
N: -0.39193 -0.45672 2.58309  -0.052
C: -1.44374 0.16185 1.96312  -0.142
H: 2.03673 3.06740 -5.26173  0.085
H: 2.77945 1.61611 -5.92467  0.101
H: 3.58381 2.48537 -4.62347  0.089
H: -0.05635 2.07907 -4.47900  0.125
H: -1.22740 0.48819 -3.00917  0.113
H: 2.51161 -1.24601 -1.88696  0.116
H: 3.68580 0.32825 -3.37690  0.127
H: -2.93354 0.09933 -1.10577  0.117
H: -4.55765 1.50286 0.11765  0.121
H: -4.16998 2.12017 2.46431  0.124
H: -2.70997 1.95602 4.55004  0.135
H: -0.72751 0.90569 5.62194  0.122
H: 0.68838 -0.66794 4.31297  0.127
S: -0.18187 -5.27087 4.24085  0.750
C: 0.23246 -4.10752 3.26956  -0.892
N: 0.56687 -3.22709 2.54075  -0.180
O: 4.57637 -0.80796 2.48962  0.174
C: 3.48475 -1.09770 2.24089  -0.440
N: 2.34694 -1.38415 2.00952  -0.083

=====

Record 3
A 2-piece molecular cluster, C2H3ClFNO2 overall. Source: OMol25; level of theory: ωB97M-V with the def2-TZVPD basis set.

Spin multiplicity ... 1
Frontier orbital gap ... 9.5 eV
Charge ... 0

Each line ends with the Löwdin charge.
CARTESIAN COORDINATES (ANGSTROEM)
C: 1.57122 0.29379 0.05240  0.103
C: -0.63989 0.30089 0.30105  -0.724
N: -1.20062 -0.91832 -0.34642  -0.439
O: -1.52391 -0.79733 -1.47340  0.082
O: -1.27162 -1.89570 0.36123  0.103
F: -0.93360 0.26599 1.62408  -0.015
Cl: -1.23677 1.78531 -0.30660  0.764
H: 1.75653 1.32246 0.44138  0.039
H: 2.18694 -0.61520 0.37392  0.064
H: 1.29172 0.25812 -1.02764  0.022

=====

Record 4
An isolated ion of composition C2H5N4S and charge -1. Source: OMol25; level of theory: ωB97M-V with the def2-TZVPD basis set.

Spin multiplicity ... 1
Frontier orbital gap ... 6.6 eV
SMILES string ... C/C=N\N/N=N/[S-]
Charge ... -1

Each line ends with the Löwdin charge.
CARTESIAN COORDINATES (ANGSTROEM)
C: -0.18698 -0.06568 -1.64538  -0.301
C: -0.38306 1.22982 -1.03885  -0.146
N: 0.26587 -0.33088 1.37834  -0.190
N: 0.09966 -1.14421 -0.99940  -0.019
N: 0.36318 -1.21334 0.32267  -0.129
N: 0.45248 -0.81727 2.53115  -0.641
S: 0.43033 0.05741 4.00505  0.020
H: -0.19052 -0.17967 -2.72321  0.077
H: 0.19195 1.95518 -1.70892  0.081
H: 0.18049 1.30849 -0.04724  0.065
H: -1.45135 1.36610 -0.79975  0.075
H: 0.22796 -2.16595 0.72554  0.107

=====

Record 5
C38H36CsF3N6OSSb as an isolated structure. Source: OMol25; level of theory: ωB97M-V with the def2-TZVPD basis set.

Spin multiplicity ... 1
Frontier orbital gap ... 6.3 eV
Charge ... -1

Each line ends with the Löwdin charge.
CARTESIAN COORDINATES (ANGSTROEM)
Cs: -0.82575 0.56474 -0.33523  1.116
O: 1.22581 -0.10440 -4.50983  -0.034
C: 0.82202 0.24622 -3.37669  -0.577
N: 0.43167 -0.50614 -2.35922  -0.199
C: 0.43066 -1.91458 -2.70294  -0.211
C: -0.48200 -2.76361 -1.83809  -0.263
C: -1.09337 -3.89497 -2.37785  -0.027
C: -1.84217 -4.71901 -1.55678  -0.078
C: -1.97576 -4.39862 -0.21213  -0.073
C: -1.35931 -3.24589 0.24197  -0.133
N: -0.63563 -2.44831 -0.54808  0.009
C: 0.66520 1.75551 -3.16620  -0.236
C: 0.63154 2.56185 -4.30356  -0.011
C: 0.49245 3.92888 -4.16051  -0.060
C: 0.38606 4.47021 -2.88294  -0.068
C: 0.42300 3.60556 -1.80564  -0.167
N: 0.56308 2.27798 -1.93552  -0.133
H: 1.44790 -2.34867 -2.62607  0.120
H: 0.16905 -2.05784 -3.75569  0.109
H: -0.97405 -4.11625 -3.43214  0.110
H: -2.32178 -5.60279 -1.96100  0.101
H: -2.54667 -5.02144 0.46327  0.097
H: -1.42744 -2.93316 1.27966  0.099
H: 0.74317 2.07851 -5.26425  0.115
H: 0.47110 4.57327 -5.03230  0.103
H: 0.27766 5.53535 -2.72171  0.103
H: 0.34257 3.97869 -0.78672  0.109
N: 0.25499 -1.27397 2.76210  0.020
C: 1.68493 -1.36574 3.09694  -0.285
C: 2.25629 -2.73173 2.67769  -0.180
C: 2.72678 -2.82871 1.20720  -0.261
N: 2.09743 -1.78160 0.39770  -0.031
H: -0.04946 -0.30901 2.66918  0.038
H: -0.30480 -1.68736 3.49452  0.072
H: 1.87594 -1.21336 4.16183  0.105
H: 2.18550 -0.56491 2.56407  0.061
H: 1.46303 -3.46404 2.85190  0.100
H: 3.08770 -3.00704 3.33286  0.099
H: 2.52274 -3.83976 0.84033  0.100
H: 3.80977 -2.69451 1.15726  0.088
H: 1.10218 -1.74927 0.61421  0.008
H: 2.14411 -1.99910 -0.59143  0.037
S: -3.09456 1.14081 1.72424  0.294
C: -2.02004 2.45140 2.04692  -0.910
C: -2.51761 3.70787 2.49066  -0.134
C: -1.65741 4.74938 2.73937  -0.105
C: -0.28132 4.56522 2.55943  -0.101
C: 0.13167 3.32153 2.13742  -0.189
N: -0.68472 2.28559 1.87339  -0.155
H: -3.58539 3.80686 2.62857  0.083
H: -2.04009 5.70562 3.07830  0.095
H: 0.43787 5.35328 2.74389  0.088
H: 1.18644 3.12808 2.00129  0.063
F: 8.36113 -0.16980 2.33695  0.037
C: 7.15053 0.07073 1.78039  -0.297
C: 6.03373 -0.48858 2.35156  -0.013
C: 4.79366 -0.22805 1.76530  -0.125
C: 4.66261 0.57392 0.63339  -0.349
C: 5.83488 1.11348 0.09278  -0.109
C: 7.08057 0.86995 0.65619  -0.011
Sb: 2.70178 1.14309 -0.21109  1.517
C: 3.61581 0.96506 -2.15607  -0.376
C: 3.75097 1.96518 -3.11646  -0.108
C: 4.35996 1.71439 -4.34460  -0.002
C: 4.81784 0.44320 -4.60260  -0.284
F: 5.40008 0.18886 -5.79621  0.044
C: 4.69743 -0.58401 -3.69138  -0.004
C: 4.09644 -0.31151 -2.47167  -0.123
C: 3.30433 3.21106 0.31048  -0.353
C: 3.67726 3.37062 1.65056  -0.156
C: 4.04368 4.59996 2.18114  -0.013
C: 4.03855 5.69876 1.34644  -0.295
F: 4.39345 6.90432 1.85020  0.038
C: 3.68265 5.60646 0.02197  -0.013
C: 3.31399 4.35779 -0.48351  -0.114
H: 6.13149 -1.11420 3.23196  0.115
H: 3.91803 -0.67346 2.21360  0.053
H: 5.78234 1.74498 -0.78635  0.101
H: 7.98719 1.29259 0.23912  0.114
H: 3.36645 2.95957 -2.93584  0.081
H: 4.45838 2.48654 -5.09826  0.118
H: 5.05950 -1.57345 -3.94308  0.118
H: 4.01257 -1.11530 -1.74363  0.094
H: 3.69167 2.50715 2.31248  0.098
H: 4.33084 4.71216 3.22036  0.117
H: 3.68811 6.49377 -0.60022  0.114
H: 3.01089 4.31403 -1.51971  0.067

=====

Record 6
A 3-piece molecular cluster, CH8O2S2 overall. Source: OMol25; level of theory: ωB97M-V with the def2-TZVPD basis set.

Spin multiplicity ... 1
Frontier orbital gap ... 9.0 eV
SMILES string ... CSS.O.O
Charge ... 0

Each line ends with the Löwdin charge.
CARTESIAN COORDINATES (ANGSTROEM)
C: 0.13756 -1.56747 0.69648  -0.472
S: 1.76156 -2.12109 1.27671  0.311
S: 2.50766 -0.53183 2.21300  0.218
H: -0.18659 -2.44250 0.05479  0.054
H: -0.53947 -1.55146 1.55779  0.031
H: 0.32977 -0.63198 0.20104  0.003
H: 3.68988 -0.03267 1.57058  -0.140
H: -1.75998 0.85263 -1.96119  0.083
H: -3.06624 0.04826 -1.98442  0.021
O: -2.20244 0.00116 -2.42687  -0.131
H: 0.34103 2.35360 0.05907  0.011
H: -0.54720 3.27532 -0.82658  0.086
O: -0.46553 2.34801 -0.43039  -0.075

=====

Record 7
A 2-piece molecular cluster, C4H12 overall. Source: OMol25; level of theory: ωB97M-V with the def2-TZVPD basis set.

<S²> ... 0.753
Spin multiplicity ... 2
Frontier orbital gap (alpha / beta) ... 13.7 / 2.9 eV
Charge ... +1

Each line ends with the Löwdin charge.
CARTESIAN COORDINATES (ANGSTROEM)
C: -0.43835 -2.15269 0.09904  -0.060
C: -0.43168 -3.04528 -1.06900  -0.033
H: -0.82168 -2.62672 1.03137  0.124
H: 0.37079 -1.53296 0.38931  0.086
H: -1.13364 -1.37415 -0.16057  0.130
H: 0.50707 -3.53979 -1.21363  0.139
H: -0.35448 -2.44208 -1.98119  0.138
H: -1.17801 -3.69925 -1.01889  0.056
C: -0.35564 2.48978 0.20614  -0.088
C: 1.10950 2.66481 0.69636  -0.079
H: -0.65532 3.45497 -0.04714  0.060
H: -0.34228 1.70710 -0.58889  0.114
H: -0.88549 2.21481 1.04837  0.049
H: 1.54886 3.59761 0.43545  0.057
H: 1.92882 1.81301 0.32364  0.167
H: 1.13153 2.47084 1.84964  0.140

=====

Record 8
C37H29AsInN5PS as an isolated structure. Source: OMol25; level of theory: ωB97M-V with the def2-TZVPD basis set.

Spin multiplicity ... 1
Frontier orbital gap ... 7.5 eV
Charge ... +1

Each line ends with the Löwdin charge.
CARTESIAN COORDINATES (ANGSTROEM)
In: 0.73860 1.33266 1.08427  0.467
S: -0.02663 3.67248 0.85900  0.620
C: -1.76327 3.50934 1.20854  -0.675
C: -2.37802 4.58681 1.84322  -0.111
C: -3.74421 4.59086 2.06274  -0.059
C: -4.52092 3.51232 1.66269  -0.064
C: -3.91829 2.43340 1.04224  -0.086
C: -2.54453 2.42108 0.80020  -0.410
As: -1.73526 0.87619 -0.02228  1.285
C: -1.61033 1.35863 -1.88682  -0.378
C: -1.29632 0.35604 -2.80208  -0.150
C: -1.17233 0.65405 -4.14841  -0.069
C: -1.35789 1.96038 -4.58111  -0.064
C: -1.64903 2.96394 -3.66848  -0.057
C: -1.76995 2.66885 -2.31826  -0.084
C: -3.11904 -0.47270 0.09794  -0.389
C: -3.90872 -0.83937 -0.98389  -0.090
C: -4.92177 -1.76991 -0.79998  -0.062
C: -5.13897 -2.33066 0.45064  -0.060
C: -4.34624 -1.96334 1.53048  -0.059
C: -3.32975 -1.04011 1.35277  -0.115
H: -1.77257 5.42909 2.15143  0.106
H: -4.20404 5.44107 2.54878  0.114
H: -5.58891 3.51041 1.83204  0.112
H: -4.52259 1.59403 0.72279  0.103
H: -1.17554 -0.65952 -2.44256  0.076
H: -0.93536 -0.12613 -4.86027  0.110
H: -1.27625 2.19439 -5.63426  0.111
H: -1.78822 3.98079 -4.01042  0.113
H: -1.99478 3.45394 -1.60740  0.099
H: -3.74669 -0.39420 -1.95736  0.101
H: -5.54948 -2.05382 -1.63414  0.112
H: -5.92699 -3.05922 0.58639  0.113
H: -4.52260 -2.39331 2.50737  0.115
H: -2.70095 -0.74685 2.18759  0.106
N: 3.46764 0.02042 -0.72795  -0.121
P: 1.88122 -0.63558 -0.81837  1.038
C: 2.21416 -2.00043 -1.99733  -0.336
C: 3.40710 -2.72101 -1.96033  -0.088
C: 3.59505 -3.79098 -2.81869  -0.061
C: 2.59456 -4.16338 -3.70685  -0.060
C: 1.39780 -3.46550 -3.72859  -0.061
C: 1.21197 -2.38284 -2.88184  -0.089
C: 1.76939 -1.63635 0.71345  -0.414
C: 0.51619 -2.17162 1.02131  -0.127
C: 0.35682 -2.97708 2.13672  -0.072
C: 1.44282 -3.23629 2.96391  -0.069
C: 2.68488 -2.68958 2.67193  -0.052
C: 2.85147 -1.89741 1.54641  -0.089
C: 3.84713 1.14348 -0.04257  -0.356
C: 5.14808 1.64884 -0.18402  0.009
C: 5.54276 2.71741 0.58221  -0.028
C: 4.64672 3.28059 1.49393  -0.036
C: 3.38298 2.75811 1.56137  -0.132
N: 2.98150 1.71736 0.80247  0.019
H: 4.11431 -0.27595 -1.44235  0.103
H: 4.18855 -2.46568 -1.25466  0.105
H: 4.52332 -4.34556 -2.78097  0.113
H: 2.75141 -4.99803 -4.37653  0.113
H: 0.60729 -3.76551 -4.40346  0.112
H: 0.28462 -1.82735 -2.92103  0.066
H: -0.33307 -1.95935 0.37640  0.086
H: -0.61177 -3.39563 2.37965  0.113
H: 1.31084 -3.84601 3.84802  0.110
H: 3.52778 -2.87312 3.32526  0.115
H: 3.82449 -1.47852 1.32028  0.105
H: 5.82635 1.18331 -0.88665  0.123
H: 6.54438 3.11343 0.48528  0.123
H: 4.93635 4.10232 2.13087  0.118
H: 2.64337 3.15607 2.24613  0.095
N: -0.91531 -2.77618 5.46366  0.136
C: -0.49353 -1.75851 5.11355  -0.364
N: -0.05143 -0.58810 4.74700  0.141
C: 0.51053 -0.00749 3.82472  -0.320
N: 1.08912 0.63612 3.00426  0.053

=====

Record 9
C4H10SSi in the gas phase. Source: OMol25; level of theory: ωB97M-V with the def2-TZVPD basis set.

Spin multiplicity ... 1
Frontier orbital gap ... 9.7 eV
SMILES string ... C[Si@@H]1CCCS1
Charge ... 0

Each line ends with the Löwdin charge.
CARTESIAN COORDINATES (ANGSTROEM)
C: 1.04423 -1.10441 -0.55676  -0.390
C: 0.66188 0.26102 -0.76801  -0.411
C: 1.45275 -1.23435 0.88371  -0.632
C: -2.26402 1.18884 0.42785  -0.205
Si: -0.33451 0.94160 0.65529  0.457
S: 0.23420 -0.67602 2.03381  0.628
H: 0.13570 -1.66940 -0.77897  0.109
H: 1.83261 -1.42077 -1.33869  0.147
H: 1.54970 0.95760 -0.87766  0.096
H: 0.18433 0.20248 -1.72786  0.074
H: 1.63307 -2.24196 1.19037  0.055
H: 2.37263 -0.70650 0.88381  0.067
H: -2.52022 1.84803 1.17617  -0.029
H: -2.50415 1.63125 -0.53507  0.021
H: -2.78862 0.23500 0.48478  0.027
H: 0.52940 2.18823 0.93357  -0.015